No. 1
Computed, not measured: C39H68O13 as an isolated structure, with wB97M-V/def2-TZVPD.

## Properties
Molar mass: 744.96 g mol⁻¹
Gap between HOMO and LUMO: 0.249 hartree
Relative energy (zero: lowest compared OMol25 entry of this formula, charge and spin): 165.1 kcal per mole

Last column: Löwdin charge in e.
CARTESIAN COORDINATES (ANGSTROEM)
C (-62.27, -23.28, 10.55)  -0.01
C (-62.93, -23.48, 9.16)  -0.47
C (-62.70, -24.89, 8.65)  -0.03
O (-64.27, -23.15, 9.20)  0.00
H (-61.33, -23.56, 10.54)  -0.01
H (-62.79, -23.83, 11.37)  0.10
H (-62.28, -22.29, 10.84)  0.06
H (-62.42, -22.85, 8.51)  0.12
H (-63.19, -25.53, 9.19)  -0.01
H (-61.53, -24.89, 8.67)  0.12
H (-62.98, -25.09, 7.65)  0.07
H (-64.67, -23.00, 8.39)  0.06
C (-63.02, -32.18, 15.17)  -0.04
C (-63.66, -30.80, 15.08)  -0.50
C (-62.78, -29.74, 14.47)  -0.08
O (-64.87, -30.89, 14.42)  -0.09
H (-63.74, -33.03, 15.55)  0.11
H (-62.09, -32.25, 15.73)  0.06
H (-62.73, -32.40, 13.99)  0.14
H (-63.69, -30.31, 15.98)  0.11
H (-62.13, -29.99, 13.77)  -0.01
H (-62.08, -29.70, 15.22)  0.07
H (-63.37, -28.80, 14.38)  -0.05
H (-65.48, -31.35, 15.04)  0.14
C (-57.45, -28.57, 15.03)  -0.09
C (-57.85, -29.93, 15.02)  -0.51
C (-59.04, -30.17, 14.18)  -0.07
O (-56.79, -30.53, 14.31)  -0.02
H (-56.47, -28.22, 15.35)  0.09
H (-58.19, -28.06, 15.53)  0.06
H (-57.41, -27.96, 14.08)  0.12
H (-58.30, -30.50, 16.05)  0.21
H (-59.01, -29.48, 13.21)  0.11
H (-59.94, -30.04, 14.75)  0.05
H (-58.95, -31.18, 13.63)  0.12
H (-56.08, -30.62, 14.80)  0.04
C (-63.25, -27.62, 4.10)  -0.05
C (-62.32, -28.22, 5.26)  -0.43
C (-62.90, -29.54, 5.85)  -0.07
O (-60.98, -28.31, 4.76)  0.01
H (-63.56, -28.16, 3.16)  0.07
H (-62.68, -26.65, 3.86)  0.09
H (-64.32, -27.55, 4.63)  0.10
H (-62.13, -27.58, 6.03)  0.09
H (-62.69, -30.32, 5.11)  0.07
H (-64.09, -29.48, 6.17)  0.14
H (-62.23, -30.00, 6.59)  0.04
H (-60.44, -28.36, 5.37)  -0.11
C (-56.37, -28.51, 9.90)  0.01
C (-56.81, -29.65, 10.83)  -0.46
C (-57.30, -30.90, 10.01)  -0.01
O (-55.88, -29.95, 11.85)  -0.07
H (-57.19, -28.16, 9.22)  0.08
H (-55.75, -29.05, 9.19)  0.09
H (-55.97, -27.84, 10.38)  -0.02
H (-57.70, -29.50, 11.37)  0.08
H (-57.50, -31.63, 10.87)  0.12
H (-56.60, -31.16, 9.52)  -0.06
H (-58.18, -30.82, 9.39)  0.07
H (-56.28, -30.11, 12.77)  0.07
C (-57.61, -30.16, 4.64)  -0.07
C (-57.77, -29.58, 5.88)  -0.53
C (-57.63, -28.09, 6.03)  0.00
O (-59.12, -29.81, 6.25)  -0.13
H (-56.77, -29.64, 4.11)  0.11
H (-58.53, -30.19, 3.85)  0.16
H (-57.40, -31.14, 4.80)  0.05
H (-57.42, -30.16, 6.63)  0.10
H (-56.62, -27.75, 5.84)  0.09
H (-57.83, -27.63, 7.12)  0.12
H (-58.18, -27.60, 5.49)  -0.03
H (-59.42, -30.81, 6.47)  0.18
C (-58.44, -21.55, 10.98)  -0.06
C (-57.13, -22.31, 11.02)  -0.53
C (-57.24, -23.66, 10.35)  -0.06
O (-56.14, -21.52, 10.46)  -0.05
H (-58.58, -21.22, 10.06)  0.02
H (-58.35, -20.55, 11.51)  0.10
H (-59.34, -22.04, 11.57)  0.12
H (-56.66, -22.50, 12.12)  0.18
H (-58.10, -24.14, 10.97)  0.10
H (-56.34, -24.34, 10.25)  0.11
H (-57.78, -23.59, 9.53)  0.01
H (-56.18, -21.24, 9.56)  0.08
C (-63.50, -33.61, 8.85)  0.04
C (-63.44, -35.00, 8.43)  0.06
C (-63.79, -35.50, 6.99)  -0.34
O (-63.73, -36.70, 6.59)  0.05
C (-64.24, -34.36, 6.13)  0.02
C (-64.33, -32.97, 6.53)  0.07
C (-63.94, -32.47, 7.96)  -0.32
O (-63.94, -31.26, 8.28)  0.04
H (-63.03, -33.32, 9.80)  0.11
H (-63.17, -35.80, 9.06)  0.08
H (-64.21, -34.59, 5.07)  0.10
H (-64.52, -32.29, 5.73)  0.08
C (-64.97, -29.41, 12.38)  0.08
C (-65.36, -29.62, 10.85)  0.15
C (-65.31, -28.44, 9.87)  -0.40
O (-65.34, -28.61, 8.68)  0.10
C (-65.10, -27.06, 10.51)  0.07
C (-64.90, -26.99, 11.97)  0.05
C (-64.68, -28.12, 12.83)  -0.45
O (-64.12, -28.00, 13.91)  0.09
H (-64.83, -30.47, 12.83)  0.12
H (-65.66, -30.54, 10.37)  0.09
H (-65.49, -26.14, 10.03)  0.11
H (-64.72, -25.92, 12.49)  0.16
C (-60.27, -27.84, 9.57)  0.08
C (-61.06, -29.21, 9.50)  0.15
C (-61.80, -29.62, 10.79)  -0.43
O (-62.40, -30.65, 10.81)  0.09
C (-61.65, -28.79, 11.98)  0.03
C (-61.15, -27.38, 11.86)  0.10
C (-60.51, -26.85, 10.62)  -0.54
O (-60.05, -25.80, 10.65)  0.12
H (-59.88, -27.52, 8.46)  0.14
H (-60.97, -29.85, 8.73)  0.03
H (-62.27, -29.22, 12.79)  0.04
H (-61.27, -26.65, 12.77)  0.15


No. 2
Computed, not measured: a 10-piece molecular cluster, C39H70BrClN9S overall, with wB97M-V/def2-TZVPD.

## Properties
Molar mass: 812.48 g mol⁻¹
Gap between HOMO and LUMO: 0.262 hartree
Net charge: +1

Last column: Löwdin charge in e.
CARTESIAN COORDINATES (ANGSTROEM)
C (1.11, 2.37, 3.24)  -0.11
C (-0.23, 2.64, 3.93)  -0.34
C (-1.33, 2.92, 2.93)  -0.94
Cl (-1.00, 4.29, 1.85)  0.72
S (-2.86, 3.31, 3.92)  0.65
Br (-4.23, 1.65, 3.57)  0.50
H (1.02, 1.65, 2.43)  0.04
H (1.57, 3.30, 2.91)  0.07
H (1.78, 1.93, 3.99)  0.03
H (-0.53, 1.78, 4.53)  0.12
H (-0.12, 3.49, 4.61)  0.11
H (-1.54, 2.06, 2.29)  0.03
H (-3.45, 4.37, 3.29)  -0.05
C (1.91, -1.62, 4.31)  -0.11
C (1.95, -2.33, 2.97)  -0.26
C (1.89, -1.37, 1.77)  -0.16
C (0.64, -0.60, 1.80)  -0.21
N (-0.34, 0.00, 1.84)  0.17
H (0.97, -1.08, 4.45)  0.06
H (1.99, -2.34, 5.13)  0.08
H (2.73, -0.91, 4.41)  0.03
H (1.13, -3.04, 2.90)  0.08
H (2.87, -2.91, 2.89)  0.11
H (1.93, -1.92, 0.83)  0.09
H (2.73, -0.67, 1.80)  0.13
C (-0.97, 4.89, -1.50)  -0.14
C (-1.76, 5.24, -2.75)  -0.26
C (-0.94, 5.06, -4.04)  -0.19
C (0.24, 5.92, -4.03)  -0.24
N (1.16, 6.61, -4.02)  0.15
H (-0.11, 5.55, -1.38)  0.08
H (-1.59, 5.00, -0.61)  0.01
H (-0.61, 3.86, -1.53)  0.08
H (-2.11, 6.27, -2.69)  0.11
H (-2.65, 4.60, -2.81)  0.11
H (-1.54, 5.31, -4.91)  0.12
H (-0.61, 4.02, -4.14)  0.11
C (-2.31, -5.23, 2.81)  -0.11
C (-1.76, -6.54, 2.25)  -0.26
C (-0.75, -7.21, 3.19)  -0.18
C (0.41, -6.35, 3.43)  -0.22
N (1.31, -5.66, 3.62)  0.16
H (-1.52, -4.49, 2.95)  0.06
H (-3.04, -4.80, 2.13)  0.07
H (-2.80, -5.39, 3.77)  0.08
H (-1.29, -6.35, 1.29)  0.11
H (-2.58, -7.23, 2.07)  0.11
H (-0.39, -8.15, 2.76)  0.12
H (-1.21, -7.44, 4.15)  0.12
C (3.66, 4.75, 6.04)  -0.11
C (4.65, 3.91, 6.85)  -0.25
C (5.32, 2.82, 6.02)  -0.17
C (4.33, 1.88, 5.48)  -0.18
N (3.54, 1.16, 5.06)  0.17
H (2.84, 4.14, 5.66)  0.06
H (3.23, 5.54, 6.66)  0.07
H (4.15, 5.22, 5.19)  0.08
H (4.13, 3.46, 7.70)  0.11
H (5.42, 4.56, 7.26)  0.11
H (6.03, 2.25, 6.62)  0.12
H (5.87, 3.25, 5.18)  0.12
C (-8.52, 5.71, 5.30)  -0.10
C (-8.15, 4.66, 4.26)  -0.25
C (-6.70, 4.19, 4.38)  -0.21
C (-5.73, 5.27, 4.18)  -0.24
N (-4.89, 6.04, 4.03)  0.16
H (-7.93, 6.61, 5.19)  0.08
H (-9.57, 5.99, 5.20)  0.08
H (-8.37, 5.32, 6.31)  0.08
H (-8.32, 5.07, 3.26)  0.12
H (-8.80, 3.79, 4.36)  0.11
H (-6.48, 3.43, 3.63)  0.06
H (-6.52, 3.75, 5.36)  0.13
C (-1.33, -0.07, -3.75)  -0.10
C (-2.26, -1.04, -3.02)  -0.28
C (-1.88, -1.25, -1.55)  -0.19
C (-0.53, -1.82, -1.44)  -0.21
N (0.53, -2.26, -1.37)  0.18
H (-0.31, -0.45, -3.78)  0.07
H (-1.66, 0.07, -4.78)  0.07
H (-1.32, 0.91, -3.26)  0.06
H (-2.26, -2.00, -3.53)  0.10
H (-3.28, -0.66, -3.05)  0.09
H (-2.58, -1.94, -1.08)  0.11
H (-1.90, -0.31, -1.00)  0.11
C (-4.54, -3.32, -6.67)  -0.11
C (-5.92, -3.73, -6.17)  -0.26
C (-6.43, -2.84, -5.03)  -0.18
C (-5.53, -2.91, -3.87)  -0.22
N (-4.81, -2.96, -2.98)  0.16
H (-3.79, -3.42, -5.88)  0.07
H (-4.23, -3.96, -7.50)  0.08
H (-4.53, -2.29, -7.02)  0.08
H (-5.90, -4.77, -5.83)  0.11
H (-6.64, -3.67, -6.99)  0.11
H (-7.42, -3.15, -4.71)  0.12
H (-6.49, -1.80, -5.35)  0.12
C (3.21, -3.82, -2.83)  -0.13
C (4.67, -4.03, -3.21)  -0.26
C (4.90, -3.99, -4.73)  -0.20
C (4.14, -5.05, -5.41)  -0.24
N (3.55, -5.87, -5.94)  0.14
H (2.58, -4.62, -3.22)  0.07
H (3.10, -3.82, -1.74)  0.06
H (2.83, -2.87, -3.20)  0.06
H (5.02, -4.98, -2.82)  0.11
H (5.28, -3.25, -2.76)  0.09
H (5.96, -4.13, -4.96)  0.11
H (4.59, -3.03, -5.14)  0.11
C (7.54, -1.16, -6.47)  -0.11
C (6.75, -0.29, -5.50)  -0.26
C (7.53, 0.05, -4.23)  -0.19
C (7.88, -1.17, -3.49)  -0.24
N (8.16, -2.14, -2.94)  0.15
H (7.78, -2.13, -6.03)  0.07
H (6.96, -1.35, -7.38)  0.07
H (8.47, -0.67, -6.76)  0.08
H (5.82, -0.79, -5.24)  0.09
H (6.47, 0.64, -6.00)  0.11
H (6.93, 0.68, -3.57)  0.12
H (8.44, 0.58, -4.47)  0.12


No. 3
Computed, not measured: a 10-piece molecular cluster, C39H71IO15 overall, with wB97M-V/def2-TZVPD.

## Properties
Structure (SMILES): CC(=O)OCCCCC[C@@H]1OC(=O)O[C@H]1CC(=O)I.CC(C)=O.CC(C)=O.CC(C)=O.CC(C)=O.CC(C)=O.CC(C)=O.CC(C)=O.CC(C)=O.CC(C)=O
Molar mass: 906.89 g mol⁻¹
Gap between HOMO and LUMO: 0.339 hartree

Last column: Löwdin charge in e.
CARTESIAN COORDINATES (ANGSTROEM)
C (1.99, -3.51, -3.92)  0.03
C (0.79, -3.49, -3.02)  -0.53
O (0.59, -4.30, -2.16)  0.12
O (-0.09, -2.48, -3.27)  -0.03
C (0.03, -1.39, -2.32)  -0.15
C (-1.16, -1.40, -1.38)  -0.17
C (-1.04, -0.45, -0.20)  -0.18
C (0.23, -0.57, 0.66)  -0.17
C (0.75, -2.01, 0.93)  -0.11
C (2.22, -2.18, 0.61)  -0.20
O (2.62, -3.48, 1.16)  0.11
C (3.62, -3.35, 2.02)  -0.56
O (4.09, -4.22, 2.69)  0.15
O (4.07, -2.07, 2.03)  0.08
C (3.10, -1.21, 1.42)  -0.20
C (3.92, -0.12, 0.72)  -0.13
C (3.53, 0.24, -0.69)  -0.79
O (3.69, -0.44, -1.65)  0.03
I (2.67, 2.22, -0.94)  0.83
H (2.88, -3.66, -3.30)  0.09
H (2.09, -2.59, -4.48)  0.06
H (1.91, -4.35, -4.61)  0.10
H (0.98, -1.50, -1.80)  0.10
H (0.05, -0.48, -2.91)  0.10
H (-1.36, -2.42, -1.05)  0.11
H (-2.03, -1.09, -1.97)  0.12
H (-1.07, 0.57, -0.59)  0.10
H (-1.92, -0.54, 0.43)  0.09
H (-0.01, -0.13, 1.62)  0.12
H (1.03, 0.04, 0.23)  0.04
H (0.67, -2.21, 2.00)  0.13
H (0.16, -2.77, 0.42)  0.12
H (2.47, -2.27, -0.44)  0.14
H (2.51, -0.80, 2.23)  0.16
H (4.96, -0.45, 0.66)  0.13
H (3.91, 0.79, 1.32)  0.08
C (7.78, 3.14, 2.22)  -0.02
C (7.27, 2.05, 1.32)  -0.50
C (8.31, 1.25, 0.58)  -0.01
O (6.09, 1.83, 1.19)  0.04
H (6.94, 3.65, 2.70)  0.08
H (8.43, 2.72, 2.99)  0.09
H (8.36, 3.87, 1.64)  0.09
H (8.98, 0.75, 1.28)  0.09
H (8.91, 1.91, -0.05)  0.09
H (7.83, 0.49, -0.04)  0.08
C (-3.72, -2.36, 2.87)  -0.01
C (-3.91, -0.88, 3.08)  -0.49
C (-4.65, -0.48, 4.33)  -0.02
O (-3.51, -0.06, 2.28)  0.05
H (-3.19, -2.54, 1.93)  0.08
H (-3.14, -2.78, 3.70)  0.09
H (-4.69, -2.84, 2.85)  0.05
H (-4.12, -0.84, 5.22)  0.09
H (-5.65, -0.93, 4.34)  0.07
H (-4.74, 0.60, 4.37)  0.08
C (4.97, -0.55, -6.69)  -0.02
C (3.50, -0.67, -6.36)  -0.50
C (2.84, 0.54, -5.76)  -0.02
O (2.89, -1.69, -6.58)  0.06
H (5.33, -1.48, -7.11)  0.08
H (5.13, 0.26, -7.40)  0.08
H (5.53, -0.32, -5.78)  0.08
H (2.92, 1.39, -6.44)  0.08
H (3.33, 0.80, -4.81)  0.08
H (1.79, 0.33, -5.57)  0.08
C (-8.25, 2.31, 6.02)  -0.02
C (-8.09, 1.05, 5.21)  -0.50
C (-8.63, 1.08, 3.80)  -0.02
O (-7.54, 0.07, 5.66)  0.05
H (-7.82, 2.17, 7.01)  0.08
H (-7.76, 3.14, 5.52)  0.09
H (-9.31, 2.56, 6.12)  0.08
H (-8.14, 1.86, 3.23)  0.06
H (-9.70, 1.29, 3.81)  0.09
H (-8.46, 0.12, 3.33)  0.08
C (6.21, 4.03, -1.57)  -0.03
C (6.92, 4.82, -2.65)  -0.50
C (6.05, 5.42, -3.73)  -0.02
O (8.12, 4.96, -2.65)  0.07
H (6.94, 3.65, -0.86)  0.06
H (5.49, 4.66, -1.04)  0.09
H (5.67, 3.19, -2.01)  0.06
H (5.32, 6.10, -3.28)  0.08
H (5.49, 4.63, -4.24)  0.08
H (6.66, 5.95, -4.44)  0.08
C (-7.39, 3.03, -0.39)  -0.02
C (-8.61, 3.50, 0.37)  -0.49
C (-9.50, 4.49, -0.33)  -0.02
O (-8.86, 3.10, 1.48)  0.06
H (-6.83, 2.32, 0.22)  0.08
H (-7.68, 2.56, -1.32)  0.09
H (-6.75, 3.88, -0.63)  0.08
H (-9.87, 4.07, -1.27)  0.09
H (-8.93, 5.40, -0.58)  0.09
H (-10.34, 4.75, 0.31)  0.08
C (-8.33, -4.88, 3.79)  -0.02
C (-7.78, -4.09, 2.63)  -0.49
C (-8.78, -3.55, 1.64)  -0.02
O (-6.59, -3.90, 2.49)  0.06
H (-7.51, -5.22, 4.42)  0.08
H (-9.01, -4.26, 4.37)  0.09
H (-8.88, -5.75, 3.43)  0.09
H (-9.48, -2.88, 2.15)  0.08
H (-9.36, -4.36, 1.20)  0.08
H (-8.27, -3.00, 0.86)  0.08
C (8.49, -4.77, 1.66)  -0.02
C (8.24, -3.30, 1.87)  -0.50
C (7.53, -2.92, 3.15)  -0.02
O (8.58, -2.47, 1.06)  0.05
H (9.01, -4.93, 0.72)  0.08
H (9.11, -5.17, 2.48)  0.08
H (7.55, -5.32, 1.66)  0.09
H (8.11, -3.23, 4.02)  0.09
H (6.55, -3.39, 3.19)  0.07
H (7.40, -1.84, 3.17)  0.08
C (-1.70, 3.69, -2.72)  -0.02
C (-1.71, 2.45, -3.58)  -0.49
C (-2.34, 2.58, -4.95)  -0.02
O (-1.23, 1.41, -3.20)  0.06
H (-1.23, 3.47, -1.77)  0.08
H (-1.17, 4.50, -3.22)  0.09
H (-2.73, 4.03, -2.54)  0.08
H (-1.83, 3.35, -5.53)  0.08
H (-3.39, 2.88, -4.85)  0.08
H (-2.29, 1.63, -5.47)  0.08


Here are the calculated E numbers, same order: -68135.705; -148380.852; -80407.822 (eV).
Here are the calculated HOMO energy numbers, same order: -0.331; -0.454; -0.337 (Ha).